[1]
C38H55BBaBr2I2N8S4Te | ωB97M-V/def2-TZVPD

Geometry as ORCA input:
```
! wB97M-V def2-TZVPD RIJCOSX def2/J DEFGRID3
* xyz 2 1
H 11.487 14.023 18.254
H 18.912 16.679 13.049
N 14.794 17.204 9.472
C 19.688 14.893 7.517
C 17.051 13.108 10.413
C 12.428 13.520 18.376
C 17.302 18.061 15.750
C 15.310 18.797 13.839
C 18.067 13.647 9.694
H 13.118 21.198 9.898
Ba 11.746 14.285 10.705
H 17.872 20.142 14.107
C 16.013 21.467 8.079
C 18.436 19.210 13.904
H 14.361 11.304 17.373
S 14.600 13.506 11.704
H 13.171 20.453 14.039
C 13.628 11.459 16.545
H 17.287 10.933 10.156
H 16.963 20.917 7.927
C 13.356 8.056 9.821
Br 9.337 14.973 13.695
H 15.494 19.543 14.646
H 14.662 16.687 5.309
H 20.804 14.911 7.469
H 16.906 19.021 16.044
H 13.790 11.918 9.062
H 12.933 16.618 5.732
H 12.125 19.351 13.120
N 12.053 11.200 11.183
H 20.037 16.070 10.739
H 16.776 20.439 10.592
C 15.846 21.020 10.549
H 13.233 6.980 10.002
C 20.465 15.577 9.845
C 12.772 10.411 10.309
H 7.038 14.889 14.616
C 12.684 9.013 10.601
H 7.384 14.249 9.131
C 18.167 15.044 9.492
Br 7.495 12.577 15.124
H 16.546 17.321 16.091
C 13.780 17.420 12.598
C 17.663 17.923 14.266
N 16.115 15.308 10.377
S 11.970 8.732 12.194
N 16.129 16.751 12.785
H 17.991 15.717 14.145
C 14.563 19.004 7.425
H 16.447 22.362 8.542
H 7.944 14.976 10.684
H 14.048 11.008 15.599
H 20.108 17.641 8.210
B 15.041 16.338 10.663
H 12.477 18.926 14.788
N 14.933 16.803 12.053
C 19.328 15.687 8.793
H 15.207 20.685 11.381
C 15.999 14.051 10.850
C 14.380 9.899 8.590
C 13.836 17.261 5.770
H 19.339 13.852 7.612
C 16.368 17.825 13.534
H 18.639 19.184 12.872
H 12.740 10.976 16.901
H 17.832 11.612 11.673
H 18.967 13.033 9.549
H 15.147 10.206 7.836
C 17.077 11.711 10.894
H 21.417 16.093 9.576
C 18.535 16.683 14.072
C 8.247 14.443 9.753
N 14.991 18.549 9.752
C 13.825 21.616 9.211
C 14.896 19.389 8.775
H 19.261 15.442 6.626
C 19.180 17.217 8.568
H 10.586 10.374 13.897
H 15.518 21.732 7.125
C 14.081 18.627 13.329
C 12.887 19.390 13.885
Te 13.238 13.627 16.376
H 14.763 7.870 8.212
H 16.096 22.111 10.799
H 12.424 12.439 18.666
S 12.229 16.797 12.388
H 10.542 11.872 13.107
H 8.161 14.737 16.023
N 17.230 15.879 9.850
H 13.963 22.633 9.497
H 13.421 21.667 8.208
C 14.213 17.687 7.196
H 18.403 17.478 7.850
H 13.097 14.076 19.059
C 14.177 8.541 8.834
S 13.387 15.181 8.260
H 13.726 18.182 5.157
I 9.541 15.974 8.715
C 15.140 20.861 9.202
C 11.583 10.440 12.185
H 19.380 19.238 14.442
C 7.933 14.454 14.989
H 20.653 14.519 10.064
I 8.869 12.424 10.313
C 13.657 10.891 9.292
C 14.158 16.742 8.313
H 19.360 16.670 14.798
N 11.041 11.006 13.281
H 18.129 17.868 16.468
H 16.129 11.498 11.428
H 14.636 19.699 6.585
H 18.961 17.727 9.509
*
```

Energy above the lowest of the compared OMol25 structures with the same formula, charge and spin, kcal per mole: 41.8

These are the Mulliken partial charges, in e, on atoms 1 to 2: number 1, H, carries 0.276; number 2, H, carries 0.094

[2]
C8H11F2N | ωB97M-V/def2-TZVPD

Geometry as ORCA input:
```
! wB97M-V def2-TZVPD RIJCOSX def2/J DEFGRID3
* xyz 0 1
F 2.686 -1.061 1.466
C 2.802 -0.509 0.218
H -1.641 0.064 1.929
H -3.555 -1.356 -0.741
H 3.212 1.793 -0.802
N 1.771 0.446 -0.125
C 2.141 1.777 -0.652
F -0.353 1.008 -0.707
C -1.442 -1.503 -0.723
C -2.966 0.207 0.422
H 0.572 -2.107 -0.127
C 0.505 -0.029 -0.487
H 2.857 -1.327 -0.447
C -0.086 -1.215 -0.297
H -2.808 1.488 2.228
C -2.406 0.710 1.509
H 3.761 0.216 0.252
H -4.074 0.470 0.214
C -2.636 -0.976 -0.409
H -1.655 -2.511 -1.032
H 1.674 1.789 -1.605
H 1.643 2.623 -0.083
*
```

SMILES: C=C/C=C\C=C(/F)N(C)CF
Energy above the lowest of the compared OMol25 structures with the same formula, charge and spin, kcal per mole: 38.8

These are the Mulliken partial charges, in e, on atoms 1 to 2: number 1, F, carries -0.301; number 2, C, carries -0.364

[3]
H14NaO8 | ωB97M-V/def2-TZVPD

Geometry as ORCA input:
```
! wB97M-V def2-TZVPD RIJCOSX def2/J DEFGRID3
* xyz -1 1
H -4.757 -8.884 15.427
H -6.882 -9.558 19.071
H -4.294 -12.041 20.577
H -6.563 -9.968 16.117
O -7.354 -10.272 16.559
H -7.107 -10.298 17.498
H -3.381 -13.723 19.429
O -6.044 -9.978 19.260
O -6.093 -13.279 15.456
O -4.936 -9.815 15.608
H -3.747 -12.957 18.150
O -4.663 -11.375 21.157
O -3.718 -12.586 16.388
Na -4.441 -10.799 17.745
O -3.653 -12.855 19.119
H -1.290 -9.756 17.888
H -5.846 -14.009 14.885
H -1.737 -11.204 17.672
H -2.934 -12.649 15.847
H -4.581 -10.294 14.848
H -5.230 -13.031 15.929
H -5.295 -10.883 20.584
O -2.070 -10.300 17.746
*
```

Energy above the lowest of the compared OMol25 structures with the same formula, charge and spin, kcal per mole: 0.0

These are the Mulliken partial charges, in e, on atoms 1 to 2: number 1, H, carries 0.262; number 2, H, carries 0.083

[4]
C4H2O3 | ωB97M-V/def2-TZVPD

Geometry as ORCA input:
```
! wB97M-V def2-TZVPD RIJCOSX def2/J DEFGRID3
* xyz 0 1
C 0.672 0.756 -0.007
O 2.288 -1.074 -0.112
C 1.136 -0.663 0.033
O 0.059 -1.434 0.103
C -1.129 -0.638 -0.043
C -0.700 0.790 -0.041
O -2.246 -1.145 -0.063
H 1.262 1.731 0.143
H -1.342 1.677 -0.014
*
```

SMILES: O=C1C=CC(=O)O1
Energy above the lowest of the compared OMol25 structures with the same formula, charge and spin, kcal per mole: 7.3

These are the Mulliken partial charges, in e, on atoms 1 to 2: number 1, C, carries -0.171; number 2, O, carries -0.522

[5]
C4H9NOS | ωB97M-V/def2-TZVPD

Geometry as ORCA input:
```
! wB97M-V def2-TZVPD RIJCOSX def2/J DEFGRID3
* xyz 0 1
H 0.207 0.801 0.886
H 1.299 -1.216 -1.825
H 0.204 0.222 -1.322
H 1.641 0.089 1.615
O -2.631 -0.922 0.424
N -2.717 1.265 0.173
H -3.336 1.099 -0.608
H -0.344 -1.643 0.093
H 0.042 -0.396 2.232
C 0.621 -1.164 0.221
S 2.479 0.556 -0.831
H 1.392 -1.905 0.429
H -2.344 2.188 0.301
C 1.041 -0.456 -1.092
C -2.151 0.127 0.647
C 0.591 -0.120 1.336
*
```

Energy above the lowest of the compared OMol25 structures with the same formula, charge and spin, kcal per mole: 136.9

These are the Mulliken partial charges, in e, on atoms 1 to 2: number 1, H, carries 0.396; number 2, H, carries 0.341

[6]
C2H17NO5 | ωB97M-V/def2-TZVPD

Geometry as ORCA input:
```
! wB97M-V def2-TZVPD RIJCOSX def2/J DEFGRID3
* xyz 0 1
H 0.260 -0.973 -2.182
O -0.699 2.160 0.809
H 0.319 -0.328 -0.797
H -1.695 1.522 -1.083
C 1.574 -0.792 1.225
H -1.063 2.992 0.482
H -1.348 -3.160 0.144
H -1.786 0.099 -1.535
O -0.861 -2.364 0.361
O -2.582 0.196 1.236
H -2.653 0.430 0.280
H 1.872 1.028 -1.542
H -0.723 -1.789 -0.446
H -1.454 1.594 1.073
O -0.297 -0.818 -1.418
H 3.160 1.299 -0.451
H 1.518 -1.643 0.546
N 1.349 0.423 0.447
H 2.721 -0.311 -0.931
O -2.355 0.870 -1.344
H 2.562 -0.820 1.712
C 2.311 0.649 -0.607
H 1.047 1.279 0.882
H -1.963 -0.547 1.189
H 0.787 -0.996 1.950
*
```

SMILES: CNC.O.O.O.O.O
Energy above the lowest of the compared OMol25 structures with the same formula, charge and spin, kcal per mole: 31.3

These are the Mulliken partial charges, in e, on atoms 1 to 2: number 1, H, carries 0.316; number 2, O, carries -0.688

Result set for F_max: 2.9; 4.2; 1.1; 3.8; 2.2; 1.7 eV/Å, one per record in the order listed.
Result set for E: -260498.34824; -15395.86779; -21026.54935; -10322.06551; -18661.58882; -14077.31555 eV, one per record in the order listed.
Result set for frontier orbital gap: 5.29; 8.47; 6.54; 9.79; 3.42; 9.57 eV, one per record in the order listed.